This record from the Open Molecules 2025 dataset describes 12 unconnected molecules or ions with the total composition C2H25O13 in a non-equilibrium geometry. The level of theory is the ωB97M-V functional and the def2-TZVPD basis.

The geometry in ORCA input format:
```
! wB97M-V def2-TZVPD RIJCOSX def2/J DEFGRID3
* xyz -1 1
H -2.178 -1.959 -1.423
O -1.756 -2.839 -1.424
O 3.038 -1.908 -0.803
H -2.120 0.895 1.261
H -3.537 2.700 -0.766
H -2.033 -0.027 -1.143
H 0.012 1.331 1.973
C 0.209 0.431 -0.466
O -0.306 -2.572 1.073
O -2.815 -0.294 -1.652
H -3.635 0.982 1.513
H -0.079 0.850 -2.595
H 1.612 -1.301 3.541
H 3.689 -1.445 -1.340
O -0.184 1.892 2.740
H -0.219 2.865 -0.011
H 0.716 -3.455 -2.746
C 0.549 0.265 -1.929
H 2.876 1.391 2.299
H -0.057 -1.676 0.792
H 2.597 0.887 0.901
H 0.667 2.035 3.164
H 0.504 -0.796 -2.166
H 1.928 -0.894 2.108
O 2.349 -1.128 2.948
H -0.102 4.256 0.614
H -2.877 0.348 -2.367
H 1.905 -3.282 -1.788
O -2.746 3.059 -1.179
O -2.810 0.696 1.914
O -0.826 1.111 -0.152
H 2.463 -1.195 -0.470
H 1.585 0.587 -2.063
O 0.257 3.713 -0.093
O 0.881 -0.200 0.394
O 3.222 1.424 1.403
H -0.943 -2.440 1.784
H -1.336 -2.912 -0.545
O 1.523 -3.885 -2.447
H -2.025 2.489 -0.856
*
```

Output
Highest occupied orbital energy in eV: -7.877
Orbital gap in eV: 10.6
LUMO in eV: 2.773
ΔE to the lowest compared entry with this formula, charge and spin in kcal/mol: 0.0

=====

This record from the Open Molecules 2025 dataset describes 14 unconnected molecules or ions with the total composition C2H26F6NO17S2 in a non-equilibrium geometry. The level of theory is the ωB97M-V functional and the def2-TZVPD basis.

The geometry in ORCA input format:
```
! wB97M-V def2-TZVPD RIJCOSX def2/J DEFGRID3
* xyz -1 1
H 4.711 -1.500 -0.746
H 0.548 -4.087 3.332
H -4.224 0.806 1.125
H -3.220 6.590 -0.093
H -1.829 -1.751 -3.950
O 0.226 0.610 -2.002
H 3.997 -4.954 -0.231
O -3.847 1.632 1.449
O -2.042 -1.315 -3.118
H 1.479 1.544 1.301
O -2.423 -3.151 2.988
H 2.537 -2.313 4.265
H -3.020 5.777 -3.243
N 0.038 0.391 0.588
O -0.096 -1.914 -0.897
F -1.254 3.307 -1.572
H 2.019 -0.056 -2.537
H -2.269 1.073 2.420
O 2.723 -0.069 -3.205
H 4.274 -0.658 -1.941
O 4.860 -4.532 -0.290
F 0.819 3.074 -0.889
H -1.853 -2.553 2.478
H 2.906 0.859 -3.378
O -0.123 -4.769 3.178
C -0.456 2.755 -0.672
H -0.829 0.596 2.067
O -1.465 0.703 2.814
O 2.178 2.064 1.732
H -2.985 5.090 -0.110
O -2.312 5.485 -2.661
O -0.197 -1.985 1.528
H 0.240 -5.324 2.482
S -0.594 0.846 -0.820
O -3.290 1.127 -3.546
O -2.000 0.540 -0.939
H -2.964 0.236 -3.753
F 2.646 -2.495 -0.048
H -1.265 -1.462 -2.558
O -3.607 5.759 0.194
H 2.768 2.318 1.016
H -2.120 4.587 -2.947
H -1.876 -3.927 3.191
H 5.470 -5.251 -0.481
H 1.124 -2.500 4.805
S 0.305 -1.293 0.367
C 2.199 -1.333 0.426
O 1.793 -2.921 4.253
F -0.814 3.177 0.533
F 2.659 -0.392 -0.396
H -3.050 1.245 -2.622
O 5.027 -0.834 -1.358
H -4.142 2.297 0.820
F 2.617 -1.153 1.654
*
```

Output
Highest occupied orbital energy in eV: -7.431
Orbital gap in eV: 9.5
LUMO in eV: 2.089
ΔE to the lowest compared entry with this formula, charge and spin in kcal/mol: 11.5

=====

This record from the Open Molecules 2025 dataset describes 11 unconnected molecules or ions with the total composition C2H28N2O10 in a non-equilibrium geometry. The level of theory is the ωB97M-V functional and the def2-TZVPD basis.

The geometry in ORCA input format:
```
! wB97M-V def2-TZVPD RIJCOSX def2/J DEFGRID3
* xyz 0 1
O -1.609 2.667 -3.431
C 0.231 1.563 -1.697
H -1.159 -2.218 -0.290
H 0.442 -0.205 0.732
N -0.160 2.369 -0.497
O 2.978 -2.670 0.862
C 0.728 0.143 -1.338
H 1.017 -3.208 1.370
N 0.012 -0.416 -0.177
H 3.193 3.598 -0.140
H 2.288 2.483 -0.272
O -0.322 0.944 3.593
H 1.145 1.845 2.293
O 3.247 2.652 -0.208
H -3.397 -0.766 -0.181
O 0.182 -1.928 3.958
H -0.678 1.291 -2.245
H 2.357 1.020 1.817
H 0.837 2.149 -2.350
H -0.297 -2.676 1.227
H 0.592 2.182 0.190
H -1.275 -3.525 -1.071
O -1.852 -2.845 -0.649
H -4.003 0.541 -0.207
H 0.673 -0.437 -2.264
H 1.823 0.007 -1.174
H -0.958 2.063 -0.003
H -1.566 3.349 -2.752
H -2.325 2.043 -3.420
H 0.176 -2.622 3.233
O 1.543 1.420 1.513
H 0.218 0.432 4.226
O 0.162 -3.314 1.837
O -3.212 0.099 -0.559
H 3.626 -2.384 1.487
H -3.153 -0.106 -3.542
H 1.099 -1.639 3.966
H -0.781 0.083 3.359
H 3.322 -3.048 0.058
O -2.286 -0.265 -3.992
H -1.939 -0.569 -3.140
H -0.924 -0.101 -0.122
*
```

Output
Structure (SMILES): NCCN.O.O.O.O.O.O.O.O.O.O
Highest occupied orbital energy in eV: -9.135
Orbital gap in eV: 9.0
LUMO in eV: -0.143
ΔE to the lowest compared entry with this formula, charge and spin in kcal/mol: 18.0

=====

This record from the Open Molecules 2025 dataset describes a molecular structure, C2H2AgFLiO2 in a non-equilibrium geometry. The level of theory is the ωB97M-V functional and the def2-TZVPD basis.

The geometry in ORCA input format:
```
! wB97M-V def2-TZVPD RIJCOSX def2/J DEFGRID3
* xyz 0 2
Ag -3.357 -0.809 1.221
C 0.918 -0.808 0.364
C 1.046 0.348 -0.293
H 0.280 -0.756 1.241
Li -1.841 0.452 -1.450
O 0.277 1.421 -0.297
O -1.073 1.165 0.076
F 2.102 0.583 -1.069
H 1.649 -1.597 0.207
*
```

Output
Highest occupied orbital energy (spin up / spin down) in eV: -7.198 / -8.076
Orbital gap (spin up / spin down) in eV: 6.4 / 6.3
LUMO (spin up / spin down) in eV: -0.775 / -1.730
ΔE to the lowest compared entry with this formula, charge and spin in kcal/mol: 88.2